[1]
# C4H22NO11

A 9-piece molecular cluster, C4H22NO11 overall (wB97M-V/def2-TZVPD, the Open Molecules 2025 dataset).

Geometry as XYZ:
```
38
Properties=species:S:1:pos:R:3:forces:R:3
O -0.10535 0.00632 -4.79434 -0.1 0.5 0.0
C -0.34842 0.15593 -3.61771 -0.2 -0.3 -0.9
C -0.16221 1.49485 -2.92171 1.2 -0.6 2.3
C 1.34839 1.79087 -3.08400 0.8 0.7 -0.8
N -0.48820 1.44169 -1.46762 0.0 0.1 -1.3
C 0.13505 0.61844 -0.54009 -1.6 -0.8 -0.1
O 0.63584 -0.46465 -0.96547 0.5 0.7 0.3
O -0.13087 0.92009 0.65454 1.0 -0.2 0.4
H -0.60045 -0.74296 -3.06571 -0.4 0.0 0.8
H -0.81254 2.28843 -3.24536 -0.1 0.1 -1.0
H 1.69663 1.36049 -4.02831 -0.1 0.0 0.1
H 1.59923 2.88314 -3.21816 -0.4 -1.0 0.8
H 1.93250 1.27222 -2.28159 -0.5 0.8 -0.6
H -0.91941 2.26195 -1.07890 0.1 0.0 0.1
H -1.92522 0.82685 2.21634 0.2 0.0 -0.6
H -2.26319 -0.64459 1.91834 -0.1 0.6 0.0
O -2.44476 0.09287 2.53651 -0.4 -0.3 0.9
H 0.38781 -3.16321 2.65214 -0.1 -0.2 0.6
H 0.24140 -3.95059 1.45699 -0.3 -0.6 0.0
O -0.03731 -3.99828 2.38749 0.6 0.8 -0.7
H -0.96804 1.49697 3.59088 -0.1 -0.2 0.1
H -0.08501 2.50874 4.27611 0.0 0.0 -0.2
O -0.49684 1.64956 4.41039 0.1 0.2 0.5
H 2.67223 -0.69856 -1.09757 0.0 -0.1 0.0
H 3.31621 -0.20928 0.14200 0.2 0.0 0.1
O 3.55697 -0.57377 -0.71507 -0.3 0.1 -0.1
H 0.36557 3.91556 1.48048 0.0 -0.4 -0.2
H -0.10356 2.40020 1.60248 0.4 0.4 -0.4
O -0.04683 3.26907 2.05881 -0.2 0.1 0.4
H -0.90615 -3.05141 -0.21215 0.1 -0.3 -0.6
H 0.23566 -2.44481 -0.99333 0.0 -0.1 -0.1
O -0.24714 -3.28590 -0.89164 0.0 0.4 0.7
H 0.01196 -1.34422 3.46911 0.2 0.8 -0.3
H 0.87821 -0.61047 2.35980 -0.6 0.1 0.1
O 0.91168 -1.10336 3.19126 0.1 -0.8 0.1
H -1.03861 -1.16938 0.33214 0.0 0.6 -0.3
H -2.29996 -0.41047 -0.19333 0.4 0.1 0.0
O -2.00460 -1.16059 0.32969 -0.3 -1.2 -0.1
```
Positions in Å, forces in eV/Å.

Calculated values
HOMO level	-6.91	eV
ΔE to the lowest compared entry with this formula, charge and spin	103.1	kJ/mol
energy	-28521.021	eV
total charge	-1

natural (NBO) atomic charge list, values in e, 2 entries: O -0.549; C 0.435

[2]
# C21H34N2O4S

One molecule with the formula C21H34N2O4S (wB97M-V/def2-TZVPD, the Open Molecules 2025 dataset).

Geometry as XYZ:
```
62
Properties=species:S:1:pos:R:3:forces:R:3
C -7.92960 -1.16519 0.14129 0.2 0.2 0.1
C -6.69617 -0.61199 0.84491 0.0 -0.2 0.0
C -5.42951 -1.42134 0.56212 0.0 0.4 -0.2
C -4.90268 -1.20639 -0.85992 -0.1 -0.5 0.3
O -4.57032 0.13965 -1.12302 0.0 0.3 -0.1
C -3.43437 0.67740 -0.59579 0.1 0.3 0.0
C -3.27765 2.05077 -0.78872 -0.2 -0.2 0.0
C -2.15471 2.70204 -0.32520 0.1 -0.1 0.1
C -1.15719 2.00910 0.34983 0.0 0.1 -0.1
C 0.07463 2.72428 0.86084 -0.1 0.2 0.1
C 0.05625 2.82247 2.38561 0.1 0.1 -0.3
N 1.27447 2.02890 0.43560 -0.2 -0.1 0.5
C 2.00122 2.40789 -0.62743 0.5 -0.3 -0.3
O 1.83327 3.44715 -1.23475 -0.1 0.3 -0.2
C 3.10003 1.41348 -1.01612 0.0 0.2 0.1
C 4.12719 1.23785 0.10578 0.2 0.0 -0.2
C 5.24476 0.29793 -0.34822 -0.1 0.0 0.1
C 4.64866 -0.98694 -0.95798 0.6 -0.2 0.1
N 3.21364 -1.06710 -0.78233 -0.4 -0.4 1.0
S 2.70634 -1.59009 0.72362 -0.1 -1.0 -0.3
O 3.83206 -1.81158 1.58246 0.3 0.0 -0.2
O 1.64812 -0.74230 1.21799 -0.2 0.0 -0.2
C 1.97582 -3.20087 0.32213 0.1 0.9 0.1
C 0.77260 -3.00863 -0.57801 -0.2 -0.1 -0.1
C 0.04472 -4.32184 -0.84912 0.2 0.2 0.0
C 2.49821 0.03784 -1.38428 -0.4 0.2 -0.2
C -1.31474 0.64355 0.53997 0.0 0.2 0.0
C -2.43617 -0.02204 0.07375 -0.2 -0.3 -0.1
H -8.09610 -2.20369 0.42118 -0.1 -0.1 0.0
H -8.80930 -0.59032 0.42062 -0.1 0.0 0.0
H -7.82231 -1.11168 -0.93889 -0.1 0.0 -0.1
H -6.87444 -0.60931 1.92256 0.0 0.1 0.0
H -6.52836 0.42019 0.53181 0.0 0.0 0.1
H -5.62734 -2.48625 0.70049 0.0 -0.1 0.0
H -4.65591 -1.12249 1.27245 0.0 -0.1 0.0
H -4.04708 -1.86592 -1.05504 -0.1 0.1 -0.1
H -5.68227 -1.44039 -1.58898 0.1 0.0 0.0
H -4.05341 2.58398 -1.31549 -0.1 0.1 -0.1
H -2.04750 3.76364 -0.49153 0.0 0.1 0.0
H 0.12237 3.72442 0.41736 0.0 -0.2 0.1
H 0.92568 3.37221 2.73736 0.1 0.0 0.1
H 0.07129 1.82602 2.82112 0.0 -0.1 0.1
H -0.84394 3.33517 2.71455 -0.1 0.0 0.1
H 1.42999 1.11887 0.85229 0.1 0.1 -0.1
H 3.60893 1.83790 -1.88714 -0.1 0.0 0.1
H 4.54541 2.20812 0.37673 -0.1 0.0 0.1
H 3.64688 0.81888 0.99181 0.1 0.2 0.1
H 5.86893 0.80089 -1.08848 0.0 0.0 0.0
H 5.86556 0.04553 0.51082 0.1 0.0 0.0
H 4.84080 -1.03586 -2.03377 -0.1 -0.1 0.1
H 5.07382 -1.87159 -0.48597 0.2 0.1 -0.2
H 1.70654 -3.65421 1.27334 0.0 0.0 0.1
H 2.76567 -3.77831 -0.14903 0.1 -0.1 0.0
H 0.09403 -2.30157 -0.09761 0.0 0.0 -0.1
H 1.10314 -2.56947 -1.52077 0.0 0.1 0.0
H 0.70964 -5.03468 -1.33082 0.0 -0.1 -0.1
H -0.80754 -4.15212 -1.50180 -0.1 0.0 -0.1
H -0.31355 -4.76001 0.07926 -0.1 -0.1 0.1
H 2.51803 -0.10641 -2.46958 0.0 0.0 0.1
H 1.46212 -0.03508 -1.05294 0.0 0.1 -0.2
H -0.55101 0.07894 1.05510 0.0 -0.1 0.0
H -2.51471 -1.08584 0.23945 -0.1 -0.1 0.0
```
Positions in Å, forces in eV/Å.

Calculated values
HOMO level	-8.26	eV
SMILES	CCCCOc1ccc([C@@H](C)NC(=O)[C@H]2CCCN(S(=O)(=O)CCC)C2)cc1
ΔE to the lowest compared entry with this formula, charge and spin	16.6	kJ/mol
energy	-44334.908	eV
total charge	0

natural (NBO) atomic charge list, values in e, 2 entries: C -0.607; C -0.399

[3]
# CH5IN2O2S

CH5IN2O2S as an isolated structure (wB97M-V/def2-TZVPD, the Open Molecules 2025 dataset).

Geometry as XYZ:
```
12
Properties=species:S:1:pos:R:3:forces:R:3
C -1.26732 -1.07283 -0.48286 -4.4 -0.5 -2.4
N 0.08647 -0.93838 -0.25855 4.2 0.0 -0.7
N 0.80692 0.95439 1.72000 -1.9 -1.8 -3.4
O 2.32611 0.25419 -0.76398 1.6 -1.8 0.1
O 0.36790 1.51780 -1.14711 -2.0 0.6 -0.6
S 0.96800 0.44824 -0.46066 -0.6 1.0 4.4
I -0.49039 2.49870 1.73189 -0.5 0.5 0.3
H -1.81063 -0.10629 -0.39921 0.5 -0.5 0.2
H -1.53166 -1.43134 -1.57575 0.6 0.6 1.9
H -1.79215 -1.80420 0.18630 0.8 0.7 -0.3
H 0.70790 -1.70904 -0.56242 -0.6 0.5 0.5
H 1.62885 1.38877 2.01233 2.3 0.8 0.1
```
Positions in Å, forces in eV/Å.

Calculated values
HOMO level	-8.77	eV
ΔE to the lowest compared entry with this formula, charge and spin	160.1	kJ/mol
energy	-27125.676	eV
total charge	0

natural (NBO) atomic charge list, values in e, 2 entries: C -0.432; N -0.842

[4]
# C14H14BBrN7Tc

C14H14BBrN7Tc as an isolated structure (wB97M-V/def2-TZVPD, the Open Molecules 2025 dataset).

Geometry as XYZ:
```
38
Properties=species:S:1:pos:R:3:forces:R:3
Tc 0.00355 0.03346 0.96407 0.0 0.9 -2.6
C 3.30425 0.31326 -1.58833 -0.4 0.0 0.4
C 2.63835 -0.27234 -0.53073 1.1 -0.3 -0.3
N 1.40375 0.25556 -0.44193 -0.9 -0.2 0.7
N 1.26015 1.16966 -1.43343 -0.5 0.4 -0.2
C 2.38775 1.22466 -2.13493 0.3 -0.6 0.3
B -0.00185 2.06496 -1.46803 0.0 0.0 0.3
N -1.25215 1.15196 -1.44223 0.5 0.4 -0.2
C -2.37365 1.18876 -2.15473 -0.3 -0.5 0.3
C -3.28115 0.26306 -1.61673 0.4 0.0 0.4
C -2.61585 -0.31324 -0.55363 -1.0 -0.3 -0.3
N -1.39025 0.23416 -0.45303 0.9 -0.2 0.7
N -0.00855 2.79686 -0.10443 0.0 0.0 -0.5
C -0.00315 4.08826 0.20687 0.0 0.0 0.9
C 0.00235 4.21216 1.60697 0.0 -0.8 -0.1
C 0.00155 2.90326 2.07467 0.0 1.6 0.6
N -0.00715 2.05306 1.03997 0.0 -0.5 -0.3
H 4.31135 0.12926 -1.90923 0.1 -0.1 -0.1
H 2.98105 -1.02814 0.15317 0.0 -0.1 0.1
H 2.52275 1.87496 -2.98003 -0.2 0.2 -0.1
H -0.00405 2.78266 -2.39283 0.0 0.2 -0.2
H -2.51065 1.83546 -3.00303 0.2 0.2 -0.1
H -4.28395 0.06626 -1.94593 -0.1 -0.1 -0.1
H -2.95315 -1.07704 0.12447 0.0 -0.1 0.1
H -0.00175 4.86186 -0.54073 0.0 0.0 -0.2
H 0.00725 5.11796 2.18417 0.0 0.1 0.1
H 0.00445 2.56496 3.09617 0.0 -0.1 0.1
Br -0.05805 -6.66484 1.86467 0.0 1.5 -0.2
C -0.02835 -4.77854 1.56317 0.0 -1.3 0.3
C -0.07725 -3.88364 2.63697 0.0 0.4 -0.1
C -0.05655 -2.53034 2.36107 -0.1 -0.6 1.1
N 0.00705 -2.02804 1.11697 0.0 0.4 0.0
C 0.05755 -2.89704 0.09277 0.0 -0.7 -0.9
C 0.04325 -4.26634 0.26337 0.0 0.5 0.1
H -0.13065 -4.23514 3.65647 0.0 0.0 0.1
H -0.09245 -1.81744 3.18407 0.0 0.0 0.1
H 0.10865 -2.47254 -0.90213 0.0 0.0 0.0
H 0.08555 -4.92194 -0.59383 0.0 0.0 -0.1
```
Positions in Å, forces in eV/Å.

Calculated values
multiplicity	4
HOMO level (alpha / beta)	-18.62 / -18.59	eV
energy	-98064.386	eV
total charge	+3
expectation value of S²	3.781

natural (NBO) atomic charge list, values in e, 2 entries: Tc 1.709; C -0.257

[5]
# CH2I2O3

CH2I2O3 as an isolated structure (wB97M-V/def2-TZVPD, the Open Molecules 2025 dataset).

Geometry as XYZ:
```
8
Properties=species:S:1:pos:R:3:forces:R:3
C 0.40953 -0.03307 -0.04074 0.5 3.3 0.6
O 0.09146 -0.92265 0.92632 -0.4 0.9 -0.1
O 0.44587 -0.50548 -1.25691 -1.2 -1.6 -1.5
O -0.48353 1.27118 0.02624 1.9 -2.4 0.4
I 2.39691 0.83800 0.10976 0.0 0.2 0.5
I -2.35876 0.75119 -0.03291 -1.0 0.1 -0.1
H -0.15246 -0.33642 1.66261 0.0 -0.5 0.3
H -0.34901 -1.06273 -1.39437 0.3 0.1 -0.1
```
Positions in Å, forces in eV/Å.

Calculated values
HOMO level	-9.65	eV
ΔE to the lowest compared entry with this formula, charge and spin	199.5	kJ/mol
energy	-23411.514	eV
total charge	0

natural (NBO) atomic charge list, values in e, 2 entries: C 0.695; O -0.688

[6]
# C3H5BrClN3

One molecule with the formula C3H5BrClN3 (wB97M-V/def2-TZVPD, the Open Molecules 2025 dataset).

Geometry as XYZ:
```
13
Properties=species:S:1:pos:R:3:forces:R:3
C -0.81049 -0.23779 -1.99857 -2.5 1.7 0.8
C -0.57586 0.87074 0.08046 -0.4 -3.2 0.4
C 0.95608 -0.23933 1.74784 1.3 -0.6 -2.7
N -0.12172 -1.19044 -1.45538 0.5 -2.8 -0.3
N 0.54061 -1.20203 -0.46162 1.3 0.7 2.1
N 0.43041 0.00444 0.37217 0.2 -1.5 -0.6
Cl 0.08572 0.89281 -2.91821 0.1 0.6 -0.5
Br -1.80885 0.91261 1.57592 -0.3 0.8 -0.7
H -1.79309 -0.59770 -2.40874 1.0 0.9 0.2
H -0.18060 1.66770 -0.42175 -0.3 2.9 -1.0
H 1.93019 -0.80362 1.47568 -1.4 1.1 1.2
H 1.06372 0.79280 2.09744 0.4 -0.7 0.7
H 0.28386 -0.87022 2.31477 0.0 0.1 0.3
```
Positions in Å, forces in eV/Å.

Calculated values
HOMO level	-8.52	eV
ΔE to the lowest compared entry with this formula, charge and spin	223.9	kJ/mol
energy	-90222.333	eV
total charge	0

natural (NBO) atomic charge list, values in e, 2 entries: C -0.084; C -0.163

[7]
# CH4S3Si

A 2-piece molecular cluster, CH4S3Si overall (wB97M-V/def2-TZVPD, the Open Molecules 2025 dataset).

Geometry as XYZ:
```
9
Properties=species:S:1:pos:R:3:forces:R:3
C 1.41209 -0.18095 0.17553 -1.2 1.4 -0.4
Si -1.98575 0.12113 -0.01521 1.9 0.2 -0.3
S 1.17936 -1.72235 0.09033 -0.4 0.0 0.1
S 2.76613 0.83379 0.13345 1.2 -1.3 -1.0
S -0.37772 1.55524 0.05005 1.4 -1.6 0.3
H -1.33930 -0.95087 0.81700 -0.6 -0.1 -0.5
H -3.16002 0.65206 0.61320 -0.7 0.2 0.3
H -2.17926 -0.12030 -1.47456 -0.3 -0.4 0.4
H 3.68448 -0.18776 -0.38978 -1.3 1.6 1.0
```
Positions in Å, forces in eV/Å.

Calculated values
HOMO level (alpha / beta)	-8.90 / -8.90	eV
ΔE to the lowest compared entry with this formula, charge and spin	172.5	kJ/mol
energy	-41482.819	eV
total charge	0

natural (NBO) atomic charge list, values in e, 2 entries: C -0.389; Si 0.737

[8]
# C29H20AgCl4N5O4

C29H20AgCl4N5O4 as an isolated structure (wB97M-V/def2-TZVPD, the Open Molecules 2025 dataset).

Geometry as XYZ:
```
63
Properties=species:S:1:pos:R:3:forces:R:3
Ag 0.64634 0.57403 0.88374 -0.2 -0.1 0.0
C 3.02548 0.51283 -1.04988 0.0 -0.1 0.0
N 3.10333 -0.02832 0.28750 -0.3 0.1 0.0
C 3.27510 -1.43177 0.53302 0.0 0.0 0.0
C 2.02309 -2.21412 0.26505 -0.2 0.0 -0.1
N 0.98047 -1.74402 -0.35098 0.3 -0.2 -0.1
C 0.06254 -2.78498 -0.36125 0.0 0.0 0.1
C -1.23234 -2.81464 -0.86476 0.0 0.0 0.0
C -1.96319 -3.97450 -0.67761 0.0 0.0 0.0
C -1.42557 -5.07488 0.00208 0.0 0.0 0.0
C -0.13492 -5.05637 0.50548 0.0 0.0 0.0
C 0.60110 -3.89946 0.29444 -0.1 0.0 0.0
N 1.89233 -3.53018 0.64220 0.0 0.0 0.0
C 2.63019 1.95327 -0.93085 0.0 0.0 0.0
N 2.78432 2.62902 0.18034 0.2 0.3 0.0
C 2.30443 3.89793 -0.11302 0.0 0.0 0.0
C 2.20045 5.03085 0.68968 0.0 0.0 0.0
C 1.61766 6.16186 0.14303 0.0 0.0 0.0
C 1.13216 6.16789 -1.17247 0.0 0.0 0.0
C 1.23345 5.05089 -1.98454 0.0 0.0 0.0
C 1.84841 3.93061 -1.43911 0.0 0.1 0.1
N 2.10882 2.68238 -1.95971 0.0 -0.1 -0.1
H 2.24335 -0.00562 -1.60858 0.0 0.0 0.0
H 3.97151 0.44615 -1.61615 0.0 0.0 0.0
H 3.53990 0.58184 0.95804 0.0 0.0 0.0
H 3.49016 -1.54902 1.59528 0.1 0.0 0.0
H 4.09990 -1.88057 -0.04811 0.0 0.0 0.0
H -1.64509 -1.93621 -1.34443 0.0 0.0 0.0
H -2.98981 -4.01840 -1.02034 0.0 0.0 0.0
H -2.04679 -5.94492 0.17496 0.0 0.0 0.0
H 0.26196 -5.89104 1.07082 0.0 0.0 0.0
H 2.38544 -3.91398 1.43723 0.0 0.0 -0.1
H 2.54600 5.00839 1.71569 0.0 0.0 0.0
H 1.51164 7.05472 0.74807 0.0 0.0 0.0
H 0.65100 7.06076 -1.55421 0.0 0.0 0.0
H 0.82641 5.02654 -2.98689 0.0 0.0 0.0
H 1.47313 2.29648 -2.68180 0.0 0.0 0.0
Cl -2.83068 -4.76201 3.67090 0.0 0.0 0.0
C -1.56814 -3.59301 3.40850 0.1 0.0 -0.1
C -0.26639 -3.89298 3.73714 -0.1 0.0 0.0
Cl 0.14969 -5.46302 4.37293 0.0 0.0 0.0
C 0.73347 -2.92373 3.52099 -0.1 0.0 -0.1
Cl 2.41561 -3.33965 3.81387 0.0 0.0 0.2
C 0.49289 -1.65358 2.97524 0.0 0.2 -0.1
O 1.42175 -0.79267 2.77509 -0.2 -0.2 0.0
C -0.90446 -1.35659 2.56851 0.1 0.2 0.0
O -1.19547 -0.23725 2.00376 0.2 -0.3 0.1
C -1.86371 -2.34846 2.81552 0.1 0.1 0.1
Cl -3.50804 -1.97198 2.37202 0.0 0.0 0.0
O -0.22179 2.24976 -3.33587 0.0 -0.1 -0.1
C -0.67653 1.57144 -2.37487 -0.1 0.1 0.2
O -0.00866 0.83204 -1.62381 0.1 0.0 0.1
C -2.16717 1.66635 -2.06703 0.0 0.0 -0.1
C -2.69026 0.99380 -0.96529 -0.1 0.0 0.0
C -4.04920 1.07246 -0.68277 0.1 0.0 0.0
C -4.88959 1.81953 -1.49705 0.0 0.0 0.0
C -4.36952 2.49345 -2.59746 0.0 0.0 0.0
C -3.01272 2.41696 -2.87782 0.0 0.0 0.0
H -2.03913 0.41048 -0.32310 0.0 0.0 0.0
H -4.43699 0.54405 0.18003 0.0 0.0 0.0
H -5.94954 1.87960 -1.27483 0.0 0.0 0.0
H -5.02436 3.07915 -3.23403 0.0 0.0 0.0
H -2.57344 2.93240 -3.72255 0.0 0.0 0.0
```
Positions in Å, forces in eV/Å.

Calculated values
HOMO level	-0.89	eV
ΔE to the lowest compared entry with this formula, charge and spin	98.1	kJ/mol
energy	-100131.883	eV
total charge	-2

natural (NBO) atomic charge list, values in e, 2 entries: Ag 0.904; C -0.285